3 unconnected molecules or ions with the total composition C7H8I2O at a distorted geometry. Source: OMol25; level of theory: ωB97M-V with the def2-TZVPD basis set.

## Properties
ΔE to the lowest compared entry with this formula, charge and spin = 1.771 eV
2S+1 = 1
LUMO energy = 0.492 eV
E_HOMO = -8.2 eV
Largest force on an atom = 3.41 eV Å⁻¹
Electronic energy = -942.0846 hartree
Net charge = 0

Each line ends with the Mulliken charge.
Cartesian coordinates (Å):
C  -1.0469  1.0096  2.1482  -0.516
C  0.2101  0.7900  1.5929  -0.311
C  2.7299  -2.1492  1.7799  0.172
C  -2.0876  0.8610  1.0433  -0.469
C  -1.2201  0.6249  -0.1303  -0.749
C  0.0881  0.6660  0.1784  0.724
C  1.2301  0.5537  -0.8020  -1.138
O  3.2495  -2.6777  2.6357  -0.205
I  1.9719  0.7506  2.6971  0.097
I  -0.6558  -3.9608  -1.0042  -0.090
H  -1.1844  1.2667  3.1828  0.414
H  -2.8844  0.0090  1.2803  0.253
H  -2.7967  1.6527  0.9561  0.338
H  0.3713  -3.8547  0.1671  0.083
H  -1.6941  0.3793  -1.0054  0.511
H  0.9532  -0.1570  -1.5703  0.299
H  2.1882  0.3281  -0.2772  0.310
H  1.3621  1.4669  -1.4383  0.277